No. 1
This record from OMol25 describes CH4NO3Sn as an isolated structure. The level of theory is ωB97M-V/def2-TZVPD.

```
! RIJCOSX wB97M-V def2-TZVPD def2/J DEFGRID3
* xyz 1 1
H -1.643 0.738 -1.015
H 0.695 0.646 1.503
Sn 1.114 -1.874 1.419
C -0.679 0.727 -0.506
H -0.853 0.637 0.566
O 0.936 0.013 2.206
O 0.866 -0.943 -0.248
H -0.028 1.521 -0.871
N -0.040 -0.478 -0.987
O -0.369 -0.987 -2.067
*
```

Calculated values
Molar mass: 196.8 g mol⁻¹
LUMO: -6.71 eV
Energy above the lowest of the compared OMol25 structures with the same formula, charge and spin: 0.0 kJ/mol
E_tot: -14554.8534 eV

***

No. 2
This record from OMol25 describes a 2-piece molecular cluster, C3H7O3 overall. The level of theory is ωB97M-V/def2-TZVPD.

```
! RIJCOSX wB97M-V def2-TZVPD def2/J DEFGRID3
* xyz -1 1
C -2.379 0.271 0.237
H -1.578 1.100 -1.561
H -0.951 -0.597 -1.218
H -0.526 0.521 0.808
H -2.639 -0.753 0.543
H -3.240 0.933 0.232
O -1.413 0.698 1.189
C 2.236 -0.463 0.206
H -2.620 -0.324 -1.752
O 2.881 -0.500 -0.845
O 1.045 -0.131 0.432
H 2.753 -0.859 1.139
C -1.778 0.099 -1.185
*
```

Calculated values
Molar mass: 91.1 g mol⁻¹
LUMO: 4.01 eV
Energy above the lowest of the compared OMol25 structures with the same formula, charge and spin: 85.3 kJ/mol
E_tot: -9368.2741 eV

***

No. 3
This record from OMol25 describes C8H9AsCrN4S5 as an isolated structure. The level of theory is ωB97M-V/def2-TZVPD.

```
! RIJCOSX wB97M-V def2-TZVPD def2/J DEFGRID3
* xyz -1 2
H -4.622 -0.691 2.594
H 4.405 -0.476 -1.348
Cr -0.882 1.229 0.456
C 0.300 -2.942 0.266
N -0.890 -0.805 0.638
H 3.929 1.965 -1.101
N 1.049 0.737 0.055
N -1.969 -1.512 1.108
S -2.533 0.981 2.032
H 0.512 -3.298 -0.745
C 1.270 -0.587 -0.118
S -1.648 1.044 -1.581
N -3.866 -1.301 2.339
H 2.638 -2.115 -0.731
C 0.157 -1.458 0.274
C -2.775 -0.718 1.761
S -2.907 4.349 -2.379
C 1.982 1.624 -0.301
S -0.820 3.480 0.430
As -1.218 3.268 -1.799
C 3.458 -0.133 -0.951
C 2.478 -1.054 -0.606
S 0.636 3.413 -2.803
H 1.129 -3.258 0.904
H 1.709 2.662 -0.188
C 3.209 1.215 -0.806
H -4.115 -2.209 1.982
H -0.615 -3.407 0.619
*
```

Calculated values
Molar mass: 448.4 g mol⁻¹
<S²>: 0.798
LUMO (alpha / beta): 1.75 / 1.89 eV
E_tot: -157843.0595 eV

***

No. 4
This record from OMol25 describes C4H8N2OS as an isolated structure. The level of theory is ωB97M-V/def2-TZVPD.

```
! RIJCOSX wB97M-V def2-TZVPD def2/J DEFGRID3
* xyz 0 1
N 0.671 0.224 -0.065
H 3.261 1.257 -0.920
H -2.578 -2.013 1.070
S 2.137 -0.760 -0.066
C -2.660 -1.395 0.101
N -1.676 -0.293 0.117
H -2.221 -1.823 -0.873
C -2.298 0.983 0.200
C -0.316 -0.624 -0.191
H 0.031 -1.539 -0.375
H -3.565 -0.902 -0.268
H -3.462 0.831 0.556
H 4.321 0.954 0.910
H 2.460 1.438 0.804
O -1.569 1.977 -0.255
C 3.132 0.805 0.194
*
```

Calculated values
Molar mass: 132.2 g mol⁻¹
LUMO: 0.34 eV
Energy above the lowest of the compared OMol25 structures with the same formula, charge and spin: 486.6 kJ/mol
E_tot: -20135.7911 eV

***

No. 5
This record from OMol25 describes C4B5F16HgO8 as an isolated structure. The level of theory is ωB97M-V/def2-TZVPD.

```
! RIJCOSX wB97M-V def2-TZVPD def2/J DEFGRID3
* xyz -3 1
B -0.719 2.835 1.119
O -0.853 -1.067 -3.726
F -2.699 0.201 1.379
O -2.337 -1.946 -2.175
F -1.841 -1.525 2.231
F -1.638 2.953 2.113
B 0.531 -0.473 -3.729
B -2.991 -1.014 1.875
F 0.605 -1.763 1.941
F -3.534 -1.829 0.906
O 1.599 -1.346 -4.172
F 0.745 -0.605 4.395
F 1.403 1.515 3.981
F -1.235 1.947 0.252
F -0.703 1.170 3.872
O 3.547 -0.918 -5.355
C 1.634 0.667 -5.353
B 0.466 0.724 4.458
O 1.991 1.481 -6.164
C -1.334 -1.262 -2.530
Hg -0.371 0.255 1.781
F 1.847 -0.076 1.535
F 0.146 1.020 5.756
F 0.477 2.354 1.627
C -0.343 -0.570 -1.586
B 1.881 -1.435 1.574
O 0.527 0.656 -4.724
F -3.881 -0.992 2.947
O -0.525 -0.581 -0.338
F -0.444 3.993 0.507
F 2.673 -1.887 2.559
O 0.669 -0.010 -2.295
F 2.251 -1.859 0.314
C 2.458 -0.614 -4.975
*
```

Calculated values
Molar mass: 734.7 g mol⁻¹
LUMO: 6.34 eV
E_tot: -71594.0949 eV

***

No. 6
This record from OMol25 describes a 2-piece molecular cluster, C4H11N3O2 overall. The level of theory is ωB97M-V/def2-TZVPD.

```
! RIJCOSX wB97M-V def2-TZVPD def2/J DEFGRID3
* xyz 0 1
H 1.967 -1.665 3.699
C -1.427 1.058 -2.336
N -0.461 -1.099 1.703
H -0.764 -1.776 1.028
C 2.037 -0.227 0.033
H 3.074 -0.513 -0.277
O -2.138 0.054 -1.694
H 0.009 1.491 -0.697
N 1.972 -0.841 1.359
N 1.040 -1.356 3.495
H 1.261 -0.632 -0.659
H 2.161 0.843 0.111
H -1.006 -0.982 2.531
H -1.323 2.661 -0.605
C 0.889 -0.997 1.970
H -2.918 0.458 -1.182
O -1.132 1.171 -3.474
H 0.960 -0.409 3.948
H -0.194 2.710 -1.937
C -0.704 2.039 -1.277
*
```

Calculated values
Molar mass: 133.2 g mol⁻¹
SMILES string: CN=C(N)N.CC(=O)O
LUMO: 0.41 eV
Energy above the lowest of the compared OMol25 structures with the same formula, charge and spin: 260.9 kJ/mol
E_tot: -12890.1264 eV

***

No. 7
This record from OMol25 describes C52H119Br6F9N10O14 as an isolated structure. The level of theory is ωB97M-V/def2-TZVPD.

```
! RIJCOSX wB97M-V def2-TZVPD def2/J DEFGRID3
* xyz -2 1
C -6.785 4.035 -4.874
H 2.972 7.173 0.359
H -4.521 4.644 2.287
C 6.736 5.684 4.720
H 7.426 5.638 -3.205
H 9.903 5.001 2.652
F -3.003 6.216 -4.470
H 4.266 7.599 -5.133
H -4.303 -9.049 0.668
H 0.992 8.298 -0.166
H 5.019 5.330 -3.128
C 0.506 -4.331 -1.854
Br 1.377 -10.207 -5.654
H 1.246 -5.700 8.455
N -6.344 4.187 3.056
H 0.887 -8.548 3.759
O 7.206 -0.487 1.251
C 4.960 -0.141 -11.210
N -0.892 -4.327 7.286
H 3.842 10.295 2.842
H 5.993 -0.176 -9.316
C 6.214 5.755 3.331
H 8.480 -0.838 -0.284
H -5.010 2.353 1.644
O 3.948 -0.325 -8.917
N 2.664 4.889 -4.128
H -5.720 3.820 3.760
O 8.309 6.287 2.229
H 1.306 1.041 -0.404
H 1.154 -6.974 7.291
C 0.019 -5.286 6.647
H -0.227 -6.716 8.325
H 2.577 7.215 -5.363
H -6.644 5.077 3.428
C 0.028 -8.053 4.211
H -0.349 6.294 1.663
H -5.089 -1.206 6.901
N 5.036 4.959 3.341
H 1.323 7.932 2.908
H 5.041 -1.199 -11.458
C 3.452 6.979 -4.758
C -4.925 -8.424 1.307
H 0.564 -1.164 1.594
H -5.472 -0.505 5.375
H 3.969 0.182 -11.530
C 0.401 -1.823 -1.554
H 3.200 7.261 -3.735
H -1.110 -5.576 4.742
F 4.425 -2.347 -7.061
C 5.460 -1.805 3.417
H -0.425 6.360 -0.144
N 0.484 -0.906 -0.537
H 6.889 -0.524 -0.914
H -7.193 -2.963 -8.006
O 0.482 -6.902 4.843
H -5.467 5.670 0.167
C 7.251 5.289 2.325
C -4.850 -1.271 5.839
H 4.411 5.291 4.062
H 6.396 -2.339 3.253
H 9.493 5.083 0.915
H -7.112 5.516 0.932
N -6.127 -8.674 6.014
C 7.572 -0.262 -0.106
H 7.300 -4.719 -0.031
H 5.122 -0.580 0.849
C -5.411 -9.353 4.934
C -6.947 -3.066 -5.889
H -1.424 -6.756 5.958
C 9.534 5.641 1.850
C 7.436 5.438 -4.276
H 4.610 -2.355 3.013
H -5.822 -11.313 5.724
C -4.185 5.744 -4.881
H 4.431 0.921 -7.318
H 7.581 4.297 2.632
H -7.407 -2.446 5.608
H -6.733 -8.522 3.350
H -0.376 0.941 -0.113
C 1.810 -5.153 -1.540
H -4.622 -7.390 1.471
F 4.442 -1.034 -5.318
H -7.541 -2.800 -5.015
C 1.324 8.492 1.973
H -4.357 -9.335 5.211
H 0.505 9.211 1.991
C -5.499 3.128 1.054
H -7.544 2.069 -5.480
H 1.863 -6.075 -2.119
H -0.300 -3.791 7.904
H -7.078 -8.564 5.694
C -5.288 -2.663 5.435
H -5.480 -7.444 3.657
O -3.426 -1.169 5.548
H -1.879 0.312 5.714
O 2.561 0.153 -7.226
H 5.236 3.996 -4.206
F -6.187 -3.557 -3.274
H 8.116 6.118 -4.790
H 5.804 0.993 1.365
N 0.492 -3.066 -1.048
Br 0.477 -11.789 -2.948
H 2.663 3.888 -4.269
C 2.896 9.805 3.069
H -8.644 -3.348 -7.176
C -6.073 8.034 1.399
H 6.896 4.655 5.044
H 0.249 0.723 -1.792
H 5.720 0.457 -11.713
O -3.553 -1.928 -5.423
H 4.211 0.186 4.355
Br 6.802 -7.162 0.609
H -6.823 -4.142 -5.767
H 7.856 0.787 -0.185
H 3.765 5.068 -5.823
O 2.586 9.145 1.889
H -3.415 0.932 5.857
H -4.875 3.327 0.183
C -5.305 -2.576 -3.535
C -6.038 5.604 1.093
H -7.043 4.103 -3.817
C -5.505 4.394 1.890
O -5.711 -2.376 -5.972
O 6.185 5.664 -4.856
H -1.252 -3.710 6.573
H 1.777 5.236 -4.461
C -6.648 -2.694 4.866
C 5.133 5.081 -4.183
H 2.525 -12.155 -4.496
H 4.577 5.070 2.448
H 6.005 6.089 5.419
C 3.923 -0.032 -7.465
H -5.836 -3.548 7.133
F -4.417 -2.614 -2.586
H -0.359 -4.937 -1.587
H 5.081 1.236 -9.803
N 2.121 6.639 0.458
H -5.444 -11.279 4.064
H -7.132 8.136 1.160
C 3.752 5.464 -4.807
C -7.727 3.130 -5.650
H -6.679 -1.975 4.048
H -5.759 -7.736 5.937
H 1.925 6.231 -0.445
C 4.689 -1.121 -6.666
F -5.989 -1.446 -3.341
C 0.604 -3.004 0.343
H 6.780 5.186 1.347
H -4.714 -3.012 4.576
H 6.252 0.176 3.534
H -0.741 -7.885 3.457
Br 0.615 -13.508 -5.649
H 5.309 -1.799 4.497
H 10.247 6.466 1.876
N 4.254 0.337 3.358
O -5.504 3.551 -5.260
H -7.629 3.115 -6.735
C 1.470 -11.966 -4.696
H 0.469 -4.204 -2.936
C 5.492 -0.333 2.941
C 0.411 0.514 -0.734
H -1.037 7.717 0.762
F -4.304 6.199 -6.130
H 7.709 4.405 -4.492
H 0.621 -3.873 0.984
C -0.287 6.926 0.777
H -6.774 -3.659 4.373
H -7.006 5.020 -5.285
C -4.274 4.166 -4.769
N -5.171 -3.733 6.396
C -5.950 -10.697 4.834
H 7.659 6.246 4.859
H -7.974 -1.635 -6.968
Br 7.509 -6.002 -2.269
H -4.249 -3.676 6.805
H 2.086 10.517 3.233
H -5.860 8.738 2.204
C 1.081 7.631 0.692
C -5.677 -8.515 3.619
H 5.891 6.742 3.002
H 2.657 -4.541 -1.850
C 5.872 -0.089 1.470
C -4.695 -2.676 -5.013
H -4.364 3.919 -3.711
C 0.558 -6.199 7.773
C 0.527 -1.647 0.629
H 3.050 9.268 4.005
C -0.618 -6.175 5.508
C 5.031 0.151 -9.710
H -6.548 2.938 0.827
O -3.200 3.368 -5.299
H -8.760 3.384 -5.411
H 1.851 -5.434 -0.487
H 4.358 1.323 3.167
H -5.948 -8.451 0.930
H 0.508 -1.703 -2.622
H 0.954 -4.854 6.287
C -2.855 0.031 6.110
F -5.113 6.394 -4.187
C 7.709 -5.672 -0.366
H -4.508 -3.722 -5.259
F 6.020 -1.051 -6.759
C -7.773 -2.695 -7.123
H -0.444 -8.772 4.881
H -2.722 0.040 7.191
O -4.893 -9.117 2.571
H -7.003 -10.733 4.555
H -5.501 8.373 0.535
Br 9.697 -5.684 -0.089
O -5.708 6.745 1.873
*
```

Calculated values
Molar mass: 1759.0 g mol⁻¹
LUMO: 1.38 eV
E_tot: -544117.8321 eV

***

No. 8
This record from OMol25 describes C25H43BCrN9OS2SeSi as an isolated structure. The level of theory is ωB97M-V/def2-TZVPD.

```
! RIJCOSX wB97M-V def2-TZVPD def2/J DEFGRID3
* xyz 1 5
H -0.328 0.340 3.333
C 0.126 -0.628 3.505
H -5.955 -1.895 -0.933
C 3.836 2.045 1.588
H 0.267 2.396 3.009
C -0.280 -0.117 5.861
H 4.832 1.983 1.168
Cr -0.598 -0.822 0.861
H 1.831 -3.947 4.080
H -0.453 1.745 0.778
H 3.942 -2.889 -1.956
H 1.323 5.101 -3.031
H 0.615 -1.134 7.438
C -5.263 -2.016 -0.119
H -1.642 2.461 -3.650
H -3.263 0.758 -5.028
C -5.440 -1.826 1.207
C 3.548 2.684 -3.359
H -0.194 4.195 -2.941
H -4.851 -1.967 3.793
H 3.840 2.498 -2.324
H 3.986 -0.483 -2.151
C 2.757 1.551 0.872
H 3.655 -1.091 -3.656
H 4.480 3.041 3.379
N -4.238 -2.117 1.813
H 0.572 1.187 -0.371
N 3.311 -1.009 -2.702
H 4.032 1.946 -4.003
C 1.303 2.592 -5.432
B -3.293 -2.631 -1.722
H 3.943 3.665 -3.639
Se 0.800 0.830 -2.592
C -2.753 -0.071 -1.940
C 2.356 2.752 3.336
N 0.878 -1.883 -0.844
C 1.470 1.651 1.388
H -0.367 0.218 7.861
H 0.238 2.714 -5.633
H -3.343 -1.109 3.417
C -3.350 -2.466 0.853
H 0.689 -1.185 -1.565
N 0.480 -1.355 2.441
O -0.994 0.811 5.529
N -3.203 -1.233 -2.435
H 1.846 3.373 -5.973
H 2.889 1.135 -0.121
H 1.309 -3.131 1.813
C 0.874 4.155 -2.720
H 2.363 -0.390 -2.710
C -3.476 -1.047 -3.770
C -3.191 0.234 -4.092
H 1.612 1.626 -5.832
C 0.295 -1.034 4.819
C 0.931 -2.249 5.048
H -2.179 -3.043 -1.560
H -3.990 -3.336 -2.394
H 2.357 -2.873 -2.748
H 2.520 -2.948 -0.093
C 1.272 2.268 2.618
C 1.338 -2.994 3.952
H -3.344 -2.875 3.528
N 0.357 1.149 0.636
N 0.031 -0.373 7.150
Si 1.670 2.694 -3.593
N -2.740 0.842 -2.943
N -3.964 -2.413 -0.332
S -1.723 -2.926 1.176
H 1.095 -2.628 6.047
S -2.368 0.325 -0.308
H -3.206 2.885 -2.911
C -3.927 -2.010 3.222
C 1.078 -2.530 2.680
H -3.848 -1.853 -4.376
H 2.186 3.238 4.287
H -1.844 2.383 -1.893
C 3.018 -2.323 -2.080
H 2.749 -1.207 -0.255
C 3.641 2.641 2.826
H 0.400 -2.736 -1.121
C -2.338 2.228 -2.846
H -6.307 -1.513 1.761
H 0.989 4.055 -1.640
C 2.319 -2.092 -0.735
*
```

Calculated values
Molar mass: 719.7 g mol⁻¹
<S²>: 6.024
LUMO (alpha / beta): -2.57 / -2.69 eV
E_tot: -166075.1348 eV

***

No. 9
This record from OMol25 describes an isolated ion of composition C18H34N4O3P and charge +1. The level of theory is ωB97M-V/def2-TZVPD.

```
! RIJCOSX wB97M-V def2-TZVPD def2/J DEFGRID3
* xyz 1 1
O 1.354 -3.708 -0.118
H -4.207 -0.249 -2.462
H 2.904 0.462 0.985
N -0.687 2.048 -0.487
C 1.924 0.042 0.794
H -0.303 -1.953 0.644
P -0.145 2.866 -1.999
C -3.273 1.348 -1.720
C 1.618 -4.152 -1.446
H -2.905 0.234 -3.295
C 1.605 3.358 -1.741
H 1.919 3.550 2.691
H 1.719 -1.108 -1.362
H -1.079 -0.054 1.340
H 1.192 -4.986 1.480
H 0.146 -0.562 3.774
N -3.246 0.062 -2.352
H 1.768 -3.269 -2.060
C 0.743 -2.259 2.526
C 0.590 -4.618 0.650
C -0.660 -3.946 1.244
C 0.954 0.252 1.976
N -0.301 0.584 1.307
C -0.054 -0.384 -2.258
H -1.007 -4.496 2.114
H 1.054 1.581 3.760
H -3.976 1.674 0.242
H 0.261 -5.467 0.059
C 1.325 1.557 2.713
H 1.860 -0.775 3.555
H 1.780 4.174 -2.436
N 1.267 0.689 -0.343
O -3.451 2.382 -2.332
H -1.863 2.489 1.203
H 2.538 -4.730 -1.464
H -1.452 -4.011 0.498
H -0.724 5.097 -1.194
H 2.080 -1.027 0.657
H 0.573 -2.891 3.399
H 1.806 3.672 -0.722
H 2.477 2.566 1.232
H -1.338 -2.080 2.056
H 2.236 2.532 -2.035
C -1.023 4.464 -2.029
H -2.807 0.352 0.123
H 1.673 -2.615 2.098
O -0.182 -0.227 -3.467
H 1.936 0.329 -2.320
C -3.046 1.350 -0.222
C 0.040 1.145 0.102
H -0.770 4.960 -2.959
C 0.903 -0.828 3.042
C 1.290 -0.134 -1.582
C 1.947 2.605 2.171
H -2.095 4.326 -1.987
C -0.435 -2.481 1.588
H -0.919 -0.750 -1.675
H -2.331 3.337 -0.244
H 0.779 -4.712 -1.845
C -1.981 2.385 0.131
*
```

Calculated values
Molar mass: 385.5 g mol⁻¹
SMILES string: C=C[C@]1(CCCCCOC)CN(CC=O)C(N(CCC(N)=O)P(C)C)=[NH+]1
LUMO: -2.78 eV
E_tot: -40601.6257 eV

***

No. 10
This record from OMol25 describes an isolated molecule of C4H7NO3. The level of theory is ωB97M-V/def2-TZVPD.

```
! RIJCOSX wB97M-V def2-TZVPD def2/J DEFGRID3
* xyz 0 1
O -1.494 0.513 2.504
O -0.926 0.223 0.362
H 1.397 1.267 1.521
C -0.650 0.432 1.671
H 1.405 -0.497 1.825
N -1.017 -0.874 -2.329
O 0.696 1.489 -0.711
H -1.807 -1.040 -1.717
H 1.036 -0.573 -2.241
C 0.196 -0.739 -1.552
C 0.893 0.443 2.008
C 0.179 0.426 -0.572
H -1.212 -0.033 -2.859
H 0.355 -1.661 -0.989
H 0.950 0.623 3.077
*
```

Calculated values
Molar mass: 117.1 g mol⁻¹
SMILES string: CC(=O)OC(=O)CN
LUMO: 0.64 eV
Energy above the lowest of the compared OMol25 structures with the same formula, charge and spin: 131.4 kJ/mol
E_tot: -11893.9161 eV

***

No. 11
This record from OMol25 describes an isolated molecule of C2H6P2. The level of theory is ωB97M-V/def2-TZVPD.

```
! RIJCOSX wB97M-V def2-TZVPD def2/J DEFGRID3
* xyz 0 1
H -0.144 2.285 0.284
H -0.901 -1.714 -0.841
C 0.088 -1.270 -0.621
H 0.652 1.277 2.200
P -0.093 1.403 -0.689
H 0.469 -1.007 -1.513
C 0.101 -0.047 0.327
H -1.406 1.129 -1.003
H 0.699 -2.013 -0.096
P 0.535 -0.043 1.952
*
```

Calculated values
Molar mass: 92.0 g mol⁻¹
SMILES string: [H]/P=C(/C)P
LUMO: 0.14 eV
Energy above the lowest of the compared OMol25 structures with the same formula, charge and spin: 62.7 kJ/mol
E_tot: -20746.4436 eV